Formula: C16H24N4O5S
Source: the OMol25 dataset
Level of theory: ωB97M-V/def2-TZVPD

Output
Energy above the lowest of the compared OMol25 structures with the same formula, charge and spin = 8.154 eV
Total energy = -44007.7520 eV

```
50
Properties=species:S:1:pos:R:3:nbo_charge:R:1
C -3.45 -0.27 -0.83 -0.167
C -2.25 -0.13 -0.82 -0.064
C -0.90 0.45 -1.05 -0.216
C -0.11 0.23 -2.28 0.329
O -0.57 -0.58 -3.30 -0.432
N -1.84 -0.16 -3.78 0.408
O -1.80 -0.03 -4.93 -0.213
C 1.15 0.85 -2.37 0.070
N 1.98 0.64 -3.55 -0.820
C 1.68 1.71 -1.32 0.083
N 2.87 2.38 -1.34 -0.575
S 2.87 3.15 0.08 0.930
N 1.49 2.73 0.85 -0.567
C 0.90 1.93 -0.08 0.032
C -0.40 1.25 -0.01 0.401
O -1.14 1.42 1.14 -0.524
C -1.07 0.28 2.03 -0.071
C 0.23 -0.56 1.93 -0.659
H -4.54 -0.32 -0.86 0.263
H 1.52 1.14 -4.31 0.372
H 1.94 -0.36 -3.76 0.374
H -1.18 0.67 3.06 0.194
H -1.92 -0.43 1.86 0.187
H 0.27 -1.20 2.84 0.226
H 1.15 0.06 1.92 0.219
H 0.26 -1.23 1.04 0.216
C -7.77 -0.98 1.71 -0.629
C -6.54 -1.87 1.75 0.094
C -6.22 -2.29 3.18 -0.630
O -5.42 -1.17 1.20 -0.727
H -7.61 -0.06 2.28 0.199
H -7.98 -0.67 0.68 0.216
H -8.64 -1.49 2.11 0.212
H -6.70 -2.76 1.14 0.178
H -6.00 -1.42 3.80 0.198
H -5.33 -2.92 3.20 0.219
H -7.05 -2.85 3.62 0.212
H -5.27 -0.39 1.74 0.463
C 7.34 1.69 -0.76 -0.631
C 7.21 0.26 -0.25 0.095
C 6.82 -0.69 -1.36 -0.631
O 6.23 0.22 0.79 -0.720
H 6.39 2.04 -1.17 0.203
H 7.61 2.37 0.05 0.216
H 8.10 1.76 -1.54 0.209
H 8.16 -0.05 0.19 0.174
H 5.85 -0.42 -1.79 0.203
H 6.72 -1.71 -0.97 0.216
H 7.56 -0.70 -2.16 0.209
H 5.39 0.50 0.41 0.458
```

Formula: C16H24N6O2S2
Source: the OMol25 dataset
Level of theory: ωB97M-V/def2-TZVPD

Output
SMILES string = Cc1nsc(N2CCN(C(=O)[C@@H]3CN[C@H](C(=O)N4CCSC4)C3)CC2)n1
Energy above the lowest of the compared OMol25 structures with the same formula, charge and spin = 3.165 eV
Total energy = -51684.6863 eV

```
50
Properties=species:S:1:pos:R:3:nbo_charge:R:1
C -7.07 -2.10 -0.90 -0.643
C -6.04 -1.15 -0.25 0.393
N -6.31 0.04 0.22 -0.661
S -4.95 0.84 0.74 0.533
C -4.08 -0.68 0.49 0.254
N -2.65 -0.75 0.60 -0.445
C -1.89 0.42 0.96 -0.237
C -1.58 1.13 -0.35 -0.220
N -0.95 0.26 -1.45 -0.467
C 0.29 0.38 -2.19 0.718
O 0.57 -0.34 -3.14 -0.612
C 1.39 1.36 -1.75 -0.343
C 2.54 1.22 -2.66 -0.204
N 3.65 1.78 -1.89 -0.648
C 3.43 1.71 -0.43 -0.127
C 4.25 0.71 0.44 0.690
O 5.28 0.34 -0.05 -0.582
N 3.78 0.03 1.60 -0.498
C 3.37 0.70 2.81 -0.227
C 2.83 -0.28 3.85 -0.531
S 2.97 -1.89 2.92 0.181
C 4.31 -1.28 1.82 -0.321
C 2.00 1.10 -0.44 -0.406
C -1.73 -0.92 -1.73 -0.244
C -2.01 -1.69 -0.39 -0.231
N -4.77 -1.65 -0.16 -0.544
H -8.00 -2.12 -0.20 0.230
H -7.31 -1.80 -1.92 0.233
H -6.70 -3.07 -0.86 0.227
H -2.33 1.15 1.64 0.230
H -0.91 0.10 1.52 0.215
H -0.98 2.04 -0.08 0.217
H -2.47 1.38 -0.83 0.201
H 1.07 2.44 -1.91 0.226
H 2.43 1.73 -3.59 0.205
H 2.77 0.16 -2.93 0.196
H 4.64 1.54 -2.12 0.396
H 3.49 2.74 -0.11 0.210
H 4.18 1.32 3.24 0.182
H 2.64 1.37 2.42 0.206
H 3.68 -0.09 4.65 0.212
H 1.88 -0.07 4.31 0.240
H 5.27 -1.21 2.32 0.200
H 4.31 -1.94 0.87 0.251
H 1.42 1.74 0.36 0.206
H 1.92 0.01 -0.23 0.236
H -1.24 -1.49 -2.52 0.256
H -2.64 -0.51 -2.08 0.188
H -1.13 -2.18 0.05 0.211
H -2.62 -2.54 -0.68 0.249
```

Formula: C16H24N8
Source: the OMol25 dataset
Level of theory: ωB97M-V/def2-TZVPD

Output
Energy above the lowest of the compared OMol25 structures with the same formula, charge and spin = 17.521 eV
Total energy = -28882.6133 eV

```
48
Properties=species:S:1:pos:R:3:nbo_charge:R:1
C 0.84 -1.98 1.79 -0.735
C 0.72 -3.42 1.71 0.320
N 0.65 -4.54 1.57 -0.392
H 1.00 -1.77 2.84 0.255
H -0.19 -1.65 1.61 0.243
H 1.62 -1.52 1.19 0.249
C 0.67 -1.32 -2.84 -0.685
C -0.48 -0.37 -2.53 0.348
N -1.31 0.32 -2.26 -0.395
H 1.18 -1.05 -3.77 0.258
H 0.38 -2.36 -2.74 0.258
H 1.46 -1.12 -2.12 0.254
C -2.79 -1.15 -0.30 -0.750
C -1.97 -1.12 0.94 0.413
N -1.30 -1.03 1.87 -0.407
H -2.52 -1.89 -1.06 0.219
H -2.77 -0.19 -0.80 0.305
H -3.79 -1.31 0.12 0.291
C -1.30 -3.82 -0.77 -0.744
C -0.20 -2.88 -0.63 0.383
N 0.69 -2.05 -0.52 -0.523
H -0.92 -4.52 -1.51 0.267
H -2.25 -3.32 -0.97 0.246
H -1.43 -4.40 0.14 0.303
C 3.32 2.27 0.32 -0.737
C 3.22 3.32 1.38 0.290
N 3.18 4.09 2.21 -0.328
H 4.33 1.93 0.10 0.256
H 2.83 2.62 -0.59 0.237
H 2.78 1.37 0.62 0.275
C 0.89 3.23 0.73 -0.755
C -0.08 4.00 -0.08 0.282
N -0.86 4.57 -0.70 -0.370
H 0.42 2.91 1.66 0.270
H 1.66 3.97 0.96 0.291
H 1.35 2.41 0.17 0.259
C -1.56 2.15 -0.09 -0.732
C -2.69 1.38 0.49 0.321
N -3.59 0.83 0.92 -0.380
H -0.78 1.39 -0.16 0.229
H -1.29 2.89 0.65 0.267
H -1.74 2.57 -1.08 0.295
C 0.19 -0.22 -0.03 -0.835
C 0.85 0.73 0.89 0.344
N 1.42 1.40 1.66 -0.400
H -0.67 0.29 -0.48 0.301
H -0.09 -1.22 0.30 0.372
H 0.91 -0.45 -0.83 0.265
```

Formula: C16H25AsBeF4N3S2
Source: the OMol25 dataset
Level of theory: ωB97M-V/def2-TZVPD

Output
Charge = +1
Total energy = -115245.6966 eV

```
52
Properties=species:S:1:pos:R:3:nbo_charge:R:1
Be -0.23 -0.42 0.64 1.489
C 0.06 -2.61 2.35 -0.415
N -0.29 -2.16 0.99 -0.618
C -1.62 -2.71 0.64 -0.429
C 0.72 -2.64 0.01 -0.235
C 0.52 -1.89 -1.29 -0.239
N 0.30 -0.49 -0.91 -1.007
C 0.22 0.46 -1.92 0.044
C 0.44 1.81 -1.61 0.294
F 0.75 2.14 -0.34 -0.331
C 0.38 2.82 -2.55 0.341
F 0.60 4.07 -2.15 -0.296
C 0.10 2.55 -3.88 -0.354
C -0.11 1.23 -4.21 0.350
F -0.39 0.90 -5.47 -0.291
C -0.06 0.21 -3.27 0.302
F -0.33 -1.03 -3.70 -0.316
H -0.01 -3.69 2.42 0.202
H -0.62 -2.15 3.07 0.218
H 1.07 -2.29 2.59 0.223
H -1.58 -3.81 0.61 0.209
H -1.94 -2.34 -0.33 0.221
H -2.34 -2.41 1.40 0.213
H 0.64 -3.73 -0.11 0.214
H 1.71 -2.42 0.44 0.209
H -0.32 -2.33 -1.84 0.203
H 1.40 -2.02 -1.92 0.208
H 0.05 3.34 -4.62 0.263
C -3.93 -0.05 0.16 -0.940
As -2.30 0.68 0.92 0.810
C -2.83 0.99 2.76 -0.943
C -2.34 2.48 0.19 -0.936
H -4.75 0.64 0.32 0.240
H -4.17 -1.01 0.62 0.236
H -3.79 -0.20 -0.91 0.245
H -3.75 1.57 2.79 0.240
H -2.05 1.54 3.29 0.249
H -2.99 0.04 3.27 0.237
H -3.29 2.95 0.44 0.237
H -2.23 2.43 -0.89 0.244
H -1.51 3.06 0.60 0.254
S 0.80 0.59 2.28 -0.271
C 2.40 0.59 1.74 -0.014
N 2.81 0.25 0.54 -0.579
C 4.19 0.61 0.19 -0.227
C 4.94 0.70 1.51 -0.537
S 3.69 1.13 2.76 0.392
H 2.10 0.02 -0.16 0.454
H 4.18 1.57 -0.34 0.217
H 4.62 -0.15 -0.46 0.229
H 5.71 1.46 1.49 0.256
H 5.39 -0.26 1.78 0.234
```

Formula: C16H25Br39N6O3
Source: the OMol25 dataset
Level of theory: ωB97M-V/def2-TZVPD

Output
Energy above the lowest of the compared OMol25 structures with the same formula, charge and spin = 0.067 eV
Total energy = -2763736.2144 eV

```
89
Properties=species:S:1:pos:R:3:mulliken_charge:R:1
C 20.14 15.02 16.58 0.525
O 19.73 13.84 16.75 -0.578
N 21.20 15.54 15.94 -0.150
N 19.45 16.05 17.17 -0.239
H 21.40 16.54 16.00 -0.006
H 21.80 14.87 15.48 0.165
H 18.82 15.68 17.90 0.155
H 19.51 17.01 16.82 0.075
C 20.84 11.58 20.74 0.421
O 21.69 12.04 21.48 -0.632
N 20.24 12.35 19.71 -0.296
N 20.37 10.28 21.00 -0.319
H 20.80 13.05 19.28 0.211
H 19.89 11.79 18.93 0.237
H 19.68 9.69 20.59 0.187
H 20.86 9.84 21.74 0.210
C 18.35 10.38 16.92 0.251
O 18.29 9.24 17.33 -0.699
N 19.37 10.88 16.20 -0.086
N 17.30 11.30 17.30 0.318
H 19.99 10.23 15.76 0.203
H 19.43 11.88 16.09 0.075
H 17.24 12.24 16.93 -0.073
H 16.49 10.87 17.75 -0.048
C 14.83 17.50 17.84 0.478
Br 15.01 17.83 15.97 0.097
Br 13.32 18.26 18.67 -0.067
Br 16.47 17.81 18.80 -0.104
H 14.80 16.46 17.88 -0.447
C 17.11 17.52 12.12 0.013
Br 18.04 16.76 10.55 -0.074
Br 15.75 16.28 12.83 0.040
Br 16.41 19.27 11.85 -0.019
H 17.98 17.54 12.77 -0.034
C 11.66 12.42 10.06 -0.322
Br 11.50 13.67 8.62 -0.052
Br 10.43 11.04 9.86 0.005
Br 11.75 13.40 11.77 0.086
H 12.69 12.01 9.96 0.237
C 9.05 16.82 15.75 -0.256
Br 10.47 16.70 17.04 0.178
Br 7.30 17.09 16.44 -0.048
Br 9.29 15.48 14.44 0.011
H 9.13 17.73 15.17 0.075
C 20.06 12.85 13.13 0.823
Br 19.79 11.09 12.42 -0.051
Br 18.65 14.16 12.78 0.220
Br 21.81 13.48 12.75 -0.090
H 20.10 12.71 14.23 -0.773
C 9.98 8.54 18.34 0.286
Br 10.15 7.09 17.17 -0.028
Br 10.57 8.09 20.16 -0.022
Br 8.16 9.17 18.33 -0.048
H 10.54 9.38 17.95 -0.215
C 14.68 13.33 15.45 0.168
Br 13.14 14.57 15.00 0.251
Br 16.12 14.22 16.38 -0.061
Br 15.29 12.34 13.92 0.135
H 14.20 12.62 16.09 -0.172
C 12.72 9.19 15.33 -0.218
Br 13.72 8.75 13.79 -0.047
Br 11.23 10.37 14.97 -0.048
Br 13.89 9.86 16.66 0.057
H 12.32 8.23 15.72 0.125
C 20.92 19.43 13.71 -0.352
Br 20.83 18.38 12.13 0.029
Br 22.35 18.76 14.81 -0.045
Br 19.28 19.24 14.86 -0.065
H 21.06 20.47 13.38 0.435
C 9.16 12.94 18.85 -0.338
Br 7.61 13.98 18.38 -0.030
Br 10.24 13.76 20.36 -0.045
Br 10.25 12.58 17.37 0.249
H 8.81 11.97 19.21 0.241
C 13.38 11.66 20.37 0.036
Br 13.39 12.34 22.17 -0.054
Br 14.04 9.91 20.34 -0.046
Br 14.35 12.95 19.28 0.160
H 12.35 11.69 20.05 -0.078
C 17.79 12.68 8.94 0.086
Br 16.30 13.15 7.88 -0.010
Br 19.26 13.82 8.36 -0.046
Br 18.16 10.77 8.81 -0.047
H 17.57 12.87 9.99 -0.029
C 12.08 19.64 14.34 0.030
Br 11.89 17.93 13.51 0.061
Br 10.61 20.10 15.34 -0.057
Br 12.54 21.07 13.11 -0.052
H 12.86 19.57 15.11 -0.029
```

Formula: C16H25ClI2LuN3P2
Source: the OMol25 dataset
Level of theory: ωB97M-V/def2-TZVPD

Output
Charge = +2
Energy above the lowest of the compared OMol25 structures with the same formula, charge and spin = 3.902 eV
Total energy = -102373.8153 eV

```
50
Properties=species:S:1:pos:R:3:nbo_charge:R:1
I -1.56 2.07 1.43 -0.072
I -2.06 -1.83 2.05 0.123
Lu 0.51 0.14 -0.63 1.832
P -2.81 -0.06 -0.20 0.806
C -4.03 0.12 1.25 -0.905
C -3.44 1.40 -1.18 -0.943
H -4.50 1.26 -1.40 0.251
H -4.73 -1.14 -1.24 0.264
H -2.89 1.48 -2.11 0.253
H -3.26 -1.44 -2.16 0.259
H -3.90 1.08 1.76 0.256
H -3.35 2.33 -0.60 0.254
C -3.67 -1.39 -1.15 -0.939
H -5.07 0.04 0.86 0.266
H -3.61 -2.37 -0.65 0.263
H -3.98 -0.69 2.02 0.238
P 2.98 0.01 -0.15 0.648
C 4.00 0.11 1.32 -0.919
C 3.58 -1.44 -1.07 -0.927
H 2.83 1.44 -2.14 0.275
H 4.47 1.27 -1.42 0.276
H 3.31 2.35 -0.63 0.271
C 3.41 1.42 -1.21 -0.945
H 3.07 -1.57 -2.03 0.265
H 4.63 -1.26 -1.26 0.270
H 5.03 0.13 0.99 0.269
H 3.81 -0.77 1.96 0.272
H 3.50 -2.33 -0.44 0.265
H 3.75 1.06 1.85 0.277
Cl 0.19 0.48 -2.95 -0.556
N -1.25 2.26 10.77 -0.218
C -0.99 1.86 9.70 0.234
C -0.65 1.33 8.44 -0.158
C -1.32 1.79 7.28 -0.125
C -1.01 1.24 6.02 -0.242
C -0.04 0.21 5.93 0.224
C 0.67 -0.21 7.09 -0.245
C 0.35 0.35 8.33 -0.116
N 0.38 -0.30 4.66 -0.354
C 1.40 -1.21 4.39 -0.055
C 1.55 -1.22 3.03 -0.109
N 0.68 -0.31 2.46 -0.583
C -0.01 0.18 3.48 0.185
H -2.07 2.57 7.32 0.246
H -1.48 1.58 5.13 0.208
H 1.45 -0.96 7.03 0.228
H 0.88 0.04 9.24 0.253
H 1.85 -1.82 5.12 0.244
H 2.21 -1.81 2.41 0.206
H -1.00 0.65 3.36 0.229
```

Formula: C16H25ClN2OPt
Source: the OMol25 dataset
Level of theory: ωB97M-V/def2-TZVPD

Output
Charge = +2
Energy above the lowest of the compared OMol25 structures with the same formula, charge and spin = 0.274 eV
⟨S²⟩ = 6.0241
Total energy = -37773.9476 eV
Multiplicity = 5

```
46
Properties=species:S:1:pos:R:3:nbo_charge:R:1
C 0.02 0.31 -5.16 0.672
C 1.39 0.81 -5.07 -0.774
C -0.23 -1.11 -5.41 -0.773
C -1.11 1.25 -5.10 -0.774
Cl -0.06 -0.07 -1.84 -0.602
H -0.26 -1.33 -6.49 0.328
H -1.20 -1.43 -4.99 0.272
H 0.56 -1.74 -4.97 0.272
H 1.79 1.08 -6.06 0.328
H 2.06 0.05 -4.65 0.272
H 1.45 1.71 -4.44 0.274
H -1.36 1.64 -6.10 0.328
H -0.87 2.12 -4.47 0.275
H -2.01 0.76 -4.70 0.273
C 1.38 -1.47 2.62 -0.133
C 0.61 -2.47 1.94 -0.225
C 1.05 -2.49 0.54 -0.278
H -0.03 -3.21 2.41 0.261
C 1.93 -1.33 0.37 -0.271
C 2.19 -0.81 1.68 -0.134
H 3.00 -0.13 1.92 0.265
H 1.40 -1.34 3.70 0.255
H 0.88 -3.30 -0.17 0.278
H 2.46 -1.08 -0.55 0.275
C -2.13 0.29 2.11 -0.034
C -1.94 -1.02 2.56 -0.167
C -2.15 -1.93 1.45 -0.261
H -1.74 -1.32 3.59 0.253
C -2.51 -1.13 0.28 -0.268
C -2.32 0.28 0.68 -0.270
H -2.51 1.14 0.04 0.277
H -2.32 1.15 2.74 0.262
H -2.21 -3.01 1.49 0.267
H -2.92 -1.48 -0.66 0.279
Pt -0.38 -0.94 0.33 0.937
C -0.30 1.61 4.93 -0.405
N 0.79 2.13 4.17 -0.617
C 0.89 1.94 2.82 0.797
N 2.11 2.26 2.28 -0.840
O -0.03 1.48 2.12 -0.725
H -1.26 2.00 4.55 0.206
H -0.17 1.92 5.98 0.239
H -0.34 0.51 4.88 0.180
H 1.59 2.53 4.66 0.409
H 2.11 2.29 1.26 0.411
H 2.72 2.90 2.78 0.406
```

Formula: C16H25HgN5O6
Source: the OMol25 dataset
Level of theory: ωB97M-V/def2-TZVPD

Output
Energy above the lowest of the compared OMol25 structures with the same formula, charge and spin = 6.016 eV
Total energy = -40893.8343 eV

```
53
Properties=species:S:1:pos:R:3:nbo_charge:R:1
O -0.69 0.61 -5.90 -0.717
H -1.26 0.18 -6.56 0.461
Hg -0.67 0.26 -0.75 1.645
N -0.36 1.84 0.51 -0.331
N 0.79 1.17 -1.81 -0.221
N -1.71 -0.82 0.66 -0.254
N -0.81 -1.44 -1.82 -0.202
O -1.05 2.11 1.59 -0.688
O -2.14 -0.47 1.87 -0.538
O -0.27 -1.72 -3.01 -0.497
O 1.47 0.59 -2.73 -0.585
C 1.27 2.30 -1.16 0.044
C 0.66 2.65 0.07 0.135
C -1.92 -2.08 0.21 0.182
C -1.38 -2.43 -1.10 0.176
C 1.03 3.81 0.93 -0.664
H 1.29 3.46 1.94 0.232
H 0.17 4.49 1.04 0.238
H 1.87 4.41 0.57 0.216
C 2.39 3.02 -1.83 -0.656
H 2.12 3.27 -2.86 0.230
H 3.28 2.37 -1.88 0.230
H 2.70 3.95 -1.34 0.209
C -2.65 -3.07 1.05 -0.684
C -1.48 -3.82 -1.64 -0.683
H -3.33 -2.64 1.79 0.260
H -1.95 -3.72 1.60 0.244
H -3.27 -3.73 0.42 0.233
H -0.73 -4.07 -2.39 0.261
H -2.47 -3.99 -2.10 0.242
H -1.36 -4.56 -0.83 0.230
H -1.83 0.48 1.98 0.526
H -0.09 -0.83 -3.41 0.527
C -1.53 1.01 -4.84 -0.262
H -1.07 1.77 -4.21 0.203
H -1.99 0.16 -4.33 0.153
H -2.35 1.53 -5.29 0.163
O -2.73 1.36 -0.86 -0.949
H -2.64 0.43 -0.50 0.442
H -1.97 1.88 -0.46 0.488
N 0.96 -0.62 0.16 -0.503
C 1.44 -0.74 1.24 0.410
C 1.82 -0.76 2.58 -0.243
C 0.98 -0.16 3.53 -0.074
C 1.31 -0.15 4.89 -0.233
C 2.48 -0.76 5.31 -0.171
C 3.33 -1.37 4.39 -0.224
C 3.01 -1.37 3.03 -0.133
H 0.06 0.33 3.22 0.232
H 0.64 0.33 5.60 0.228
H 2.73 -0.75 6.38 0.222
H 4.25 -1.84 4.73 0.225
H 3.67 -1.85 2.31 0.227
```

Q: total energy of number 4 (C16H25AsBeF4N3S2)?
A: -115245.6966 eV

Q: Look up the total energy of the third one.
A: -28882.6133 eV